Record 1
{
  "formula": "C3H3FI2O4S",
  "method": "wB97M-V/def2-TZVPD",
  "symbols": ["C", "C", "C", "O", "O", "O", "O", "F", "S", "I", "I", "H", "H", "H"],
  "coordinates": [[-1.7371, 0.9505, -1.1696], [0.2968, 0.1865, -0.1615], [-3.4270, 0.4650, 0.7102], [-2.5047, 1.7586, -1.5737], [-2.0114, -0.4245, -1.2579], [-4.3742, -1.1205, -1.6112], [-0.5580, 1.2065, -0.6820], [-3.6538, -0.2495, 1.8446], [-3.4172, -0.9052, -0.5921], [-5.1645, 1.5476, 0.1991], [-2.5436, -3.0463, 0.1572], [0.1007, 0.0612, 0.9065], [1.3128, 0.5478, -0.3030], [0.1622, -0.7647, -0.6784]],
  "forces_ev_per_angstrom": [[-0.70, 0.39, -0.07], [0.19, -0.34, 0.24], [-0.12, -0.66, 0.57], [0.23, 0.12, -0.35], [-0.10, -0.68, -0.12], [-0.60, -0.10, -0.76], [0.48, 0.13, -0.09], [-0.03, 0.26, 0.57], [1.32, 0.27, -0.39], [-0.56, 0.40, 0.23], [-0.02, 0.02, 0.26], [-0.05, 0.01, -0.14], [-0.08, 0.01, 0.00], [0.03, 0.18, 0.05]],
  "spin_multiplicity": 1,
  "orbital_gap_ev": [6.6, 6.6],
  "homo_energy_ev": [-8.718, -8.719],
  "charge": 0
}

Record 2
{
  "formula": "C3H4Cl4N2",
  "method": "wB97M-V/def2-TZVPD",
  "symbols": ["C", "N", "C", "N", "Cl", "C", "Cl", "Cl", "Cl", "H", "H", "H", "H"],
  "coordinates": [[-1.8961, -0.8377, 0.0535], [-0.4832, -0.9337, -0.0777], [0.2501, 0.0557, 0.1362], [-0.0264, 1.3622, 0.3253], [-1.1808, 2.2037, -0.6133], [1.9601, -0.2692, -0.0583], [2.2566, -1.9478, 0.2734], [2.9041, 0.7908, 0.8841], [2.2291, 0.0062, -1.7812], [-2.1654, 0.2210, 0.2302], [-2.2180, -1.4241, 0.9973], [-2.3494, -1.1304, -0.8721], [0.7192, 1.9033, 0.5023]],
  "forces_ev_per_angstrom": [[-0.67, 1.00, 2.08], [1.30, -0.14, 0.36], [2.29, -2.24, -1.23], [-2.94, -1.04, -0.07], [0.25, 0.01, -0.11], [-3.59, -0.23, -0.59], [0.11, -0.19, 0.38], [0.80, 0.77, 0.84], [0.16, 0.31, -0.37], [-0.49, -0.73, 0.10], [0.29, 0.57, -1.86], [-0.55, -0.63, -0.20], [3.04, 2.53, 0.67]],
  "spin_multiplicity": 1,
  "orbital_gap_ev": 9.6,
  "homo_energy_ev": -9.539,
  "charge": 0
}

Record 3
{
  "formula": "C20H24N4O3",
  "method": "wB97M-V/def2-TZVPD",
  "symbols": ["C", "C", "N", "C", "C", "C", "C", "C", "N", "C", "O", "C", "N", "N", "C", "C", "C", "O", "O", "C", "C", "C", "C", "C", "C", "C", "C", "H", "H", "H", "H", "H", "H", "H", "H", "H", "H", "H", "H", "H", "H", "H", "H", "H", "H", "H", "H", "H", "H", "H", "H"],
  "coordinates": [[-6.0601, -0.8102, 0.9863], [-4.5473, -1.0310, 0.8935], [-3.8700, -0.4527, -0.2501], [-4.2925, -0.9224, -1.5588], [-5.2611, 0.1293, -2.1250], [-4.8372, 1.4338, -1.4370], [-3.8540, 1.0032, -0.3245], [-2.4162, 1.4434, -0.6523], [-1.5070, 0.8331, 0.2864], [-0.6658, 1.5171, 1.0690], [-0.4799, 2.7147, 1.0208], [0.0949, 0.6104, 2.0577], [0.6089, -0.5666, 1.4219], [-0.0538, -1.7216, 1.5883], [0.6003, -2.6483, 0.9275], [1.7277, -2.0897, 0.2977], [2.7889, -2.6655, -0.4945], [2.9058, -3.8178, -0.8218], [3.7537, -1.7711, -0.8834], [3.7042, -0.4383, -0.6195], [4.7371, 0.3345, -1.1440], [4.7461, 1.6986, -0.9533], [3.7216, 2.3329, -0.2498], [3.7313, 3.8188, -0.0673], [2.7022, 1.5667, 0.2833], [2.6809, 0.1784, 0.1273], [1.6891, -0.7279, 0.6287], [-6.5763, -1.2986, 0.1638], [-6.2985, 0.2507, 0.9683], [-6.4315, -1.2300, 1.9179], [-4.3398, -2.1050, 0.8761], [-4.0705, -0.6191, 1.7884], [-3.4048, -0.9907, -2.1971], [-4.7362, -1.9147, -1.4907], [-5.1898, 0.1938, -3.2089], [-6.2898, -0.1221, -1.8695], [-5.6950, 1.9579, -1.0189], [-4.3419, 2.1079, -2.1347], [-4.1239, 1.4283, 0.6461], [-2.1556, 1.1241, -1.6662], [-2.3059, 2.5263, -0.5751], [-1.6719, -0.1540, 0.4416], [0.8981, 1.1810, 2.5294], [-0.6050, 0.2743, 2.8279], [0.2674, -3.6654, 0.9170], [5.5133, -0.1609, -1.7047], [5.5498, 2.2887, -1.3679], [4.4502, 4.0959, 0.7039], [2.7502, 4.1764, 0.2333], [4.0237, 4.3168, -0.9892], [1.8999, 2.0651, 0.8007]],
  "forces_ev_per_angstrom": [[0.31, -0.04, -0.05], [-0.19, -0.07, 0.13], [0.04, -0.02, 0.07], [0.04, -0.01, -0.26], [0.04, -0.12, 0.01], [0.03, -0.03, 0.14], [0.32, 0.27, -0.08], [-0.25, 0.14, 0.11], [-0.28, -0.20, -0.17], [0.30, -0.50, 0.19], [0.09, 0.47, 0.14], [-0.19, 0.66, 0.12], [0.60, -0.18, -0.27], [-0.65, -0.52, 0.35], [0.27, 0.27, -0.15], [-0.10, 0.82, 0.25], [-0.16, -0.56, -0.05], [-0.02, 0.39, 0.11], [0.19, -0.19, -0.13], [-0.16, 0.80, 0.23], [-0.13, -0.25, 0.05], [-0.18, -0.10, 0.09], [-0.04, -0.05, 0.00], [0.06, 0.02, 0.05], [0.18, -0.09, -0.11], [0.47, 0.00, -0.26], [-0.11, -0.99, -0.14], [-0.11, -0.03, -0.08], [-0.09, 0.13, 0.01], [-0.10, -0.03, 0.09], [0.01, 0.05, 0.12], [0.00, -0.11, -0.01], [-0.11, -0.09, -0.09], [0.05, -0.06, 0.00], [-0.07, -0.01, -0.05], [-0.02, -0.01, -0.02], [0.00, 0.06, -0.03], [-0.01, 0.10, -0.03], [0.03, -0.05, 0.00], [-0.06, 0.09, -0.04], [-0.01, -0.08, -0.11], [0.08, 0.00, 0.06], [-0.13, -0.05, -0.11], [0.17, 0.02, -0.08], [-0.12, -0.23, 0.03], [0.09, -0.06, -0.07], [0.09, 0.06, -0.06], [0.02, 0.10, 0.04], [-0.05, 0.09, 0.01], [-0.01, 0.10, -0.04], [-0.13, 0.09, 0.08]],
  "spin_multiplicity": 1,
  "orbital_gap_ev": 9.0,
  "homo_energy_ev": -8.588,
  "charge": 0
}

Record 4
{
  "formula": "BH28NO10",
  "method": "wB97M-V/def2-TZVPD",
  "symbols": ["N", "H", "H", "H", "H", "B", "H", "H", "H", "H", "O", "H", "H", "O", "H", "H", "O", "H", "H", "O", "H", "H", "O", "H", "H", "O", "H", "H", "O", "H", "H", "O", "H", "H", "O", "H", "H", "O", "H", "H"],
  "coordinates": [[0.0656, -3.6476, 2.3742], [-0.8871, -3.4791, 2.5777], [0.4920, -3.5435, 1.3814], [-0.0375, -4.6958, 2.4490], [0.7685, -3.0735, 2.9596], [-0.0311, 0.2232, 0.1381], [-0.2649, -0.8890, 0.3434], [0.4630, 0.7634, 1.1202], [0.7819, 0.3549, -0.8569], [-1.0286, 0.7257, -0.2427], [4.2721, 1.3862, -1.3643], [3.8766, 2.0144, -0.6917], [3.4851, 0.9136, -1.7565], [-2.6297, 2.3186, 2.7852], [-2.3628, 2.0224, 1.8121], [-3.5512, 2.6660, 2.5893], [-1.2943, -2.2970, -2.2051], [-0.6897, -1.5499, -1.9417], [-1.9824, -1.8554, -2.7928], [2.3591, -1.8491, 1.2676], [3.1858, -1.8426, 0.7757], [1.7373, -1.2471, 0.9448], [-0.1196, 3.9263, 3.1056], [-0.9083, 3.5939, 3.5558], [0.0549, 3.2517, 2.3813], [2.3101, 1.2433, -3.2592], [2.7920, 1.0916, -4.1469], [1.8089, 0.4532, -3.3105], [-1.9244, 1.7718, -3.1584], [-1.7054, 1.6559, -2.2827], [-2.7398, 2.1827, -2.9629], [0.5251, 3.6182, -0.2098], [0.2856, 2.6487, -0.3719], [0.6029, 3.8561, -1.1629], [-3.6065, -0.7624, 1.0280], [-3.5034, -1.2204, 1.8802], [-2.7946, -0.5119, 0.5924], [0.7406, -3.8282, -1.0191], [0.0341, -3.2275, -1.4260], [1.4201, -3.1619, -0.8996]],
  "forces_ev_per_angstrom": [[2.94, -1.39, -1.15], [-1.31, 1.88, -0.52], [-1.58, 0.49, 0.82], [1.61, 0.97, 0.67], [-1.35, -1.59, -0.54], [1.70, 1.24, -0.90], [-0.23, -1.90, 0.34], [-0.16, -0.01, -0.11], [-0.44, -0.34, 0.71], [-1.07, 0.62, -0.09], [-1.39, 0.18, 1.01], [0.57, -1.16, -1.25], [1.07, 1.14, 0.47], [-1.07, -0.37, -3.61], [-0.49, 0.79, 3.07], [1.58, -0.54, 0.59], [-0.34, 1.95, -0.74], [-1.06, -0.55, -0.25], [1.38, -0.88, 1.14], [1.30, -2.61, 1.44], [-0.29, 0.46, -0.10], [-1.37, 2.14, -1.29], [0.37, -1.23, -1.03], [0.08, -0.06, -0.33], [-0.37, 1.36, 1.28], [1.76, 0.06, -2.79], [-0.61, 1.04, 2.03], [-1.49, -1.23, 0.59], [0.00, -0.10, -2.52], [1.99, -1.00, 3.30], [-1.92, 1.00, -0.69], [-0.54, -1.98, -1.91], [0.49, 1.45, 0.92], [0.11, 0.35, 0.99], [-1.31, -0.34, 0.35], [0.60, 0.61, -0.80], [0.84, -0.18, 0.40], [-1.31, 1.44, -0.17], [0.66, -1.68, 0.49], [0.66, -0.03, 0.19]],
  "spin_multiplicity": 1,
  "orbital_gap_ev": 8.3,
  "homo_energy_ev": -9.645,
  "charge": 0
}

Record 5
{
  "formula": "IZn2",
  "method": "wB97M-V/def2-TZVPD",
  "symbols": ["Zn", "Zn", "I"],
  "coordinates": [[1.8480, 0.6802, -1.2952], [-2.0493, -1.2700, 0.3201], [0.2013, 0.5898, 0.9751]],
  "forces_ev_per_angstrom": [[0.87, 0.34, -0.57], [-0.79, -0.44, 0.23], [-0.08, 0.11, 0.35]],
  "spin_multiplicity": 2,
  "orbital_gap_ev": [9.2, 7.8],
  "homo_energy_ev": [-32.236, -31.837],
  "charge": 4
}

Record 6
{
  "formula": "C3H7NOS",
  "method": "wB97M-V/def2-TZVPD",
  "symbols": ["C", "C", "C", "N", "O", "S", "H", "H", "H", "H", "H", "H", "H"],
  "coordinates": [[-1.9975, 0.6709, -0.6630], [2.0345, -0.3227, 0.6495], [-1.8643, -0.4204, 0.2994], [-1.3881, -1.2594, 0.9154], [-0.8760, -2.1699, 1.5188], [1.5205, 0.4410, -1.0240], [-2.5355, 0.3820, -1.5557], [-2.7329, 1.5163, -0.2717], [-1.0645, 1.1526, -0.9859], [1.2323, 0.1460, 1.2101], [2.9652, 0.1233, 0.8039], [2.0308, -1.3433, 0.3904], [2.6757, 1.0836, -1.2873]],
  "forces_ev_per_angstrom": [[-2.19, 2.40, 0.51], [-0.12, 1.60, -0.47], [0.01, 1.12, -0.86], [0.56, -0.76, 0.18], [-0.12, -0.16, 0.36], [-2.69, -0.08, -2.10], [0.08, -0.57, -0.27], [1.71, -1.62, -0.38], [-0.17, -0.38, 0.43], [-0.05, -0.75, 0.56], [1.72, 0.28, 0.91], [-0.28, -1.31, 0.42], [1.53, 0.23, 0.71]],
  "spin_multiplicity": 3,
  "orbital_gap_ev": [4.9, 6.6],
  "homo_energy_ev": [-4.321, -9.586],
  "charge": 0
}

Total energy values (in a.u.) by entry order: -1510.37009, -2066.90286, -1221.30609, -848.62104, -3854.02163, -646.37546.
ΔE to the lowest compared entry with this formula, charge and spin values (in eV) by entry order: 0.000, 0.110, 2.113, 0.000, 0.174, 4.928.